{"formula": "C3H10NS", "method": "wB97M-V/def2-TZVPD", "charge": 1, "gap_ha": 0.34403, "e_tot_ha": -572.89376, "de_lowest_kcal_mol": 66.15, "elements": ["S", "N", "C", "C", "C", "H", "H", "H", "H", "H", "H", "H", "H", "H", "H"], "xyz": [[-0.704, -0.296, 0.070], [0.477, 0.526, 2.424], [0.369, 0.572, -1.307], [0.641, -0.563, 1.489], [-0.108, 0.180, -2.708], [0.945, 1.379, 2.449], [0.789, -0.150, -3.206], [0.311, 1.670, -1.032], [-0.760, -0.660, -2.756], [-0.592, 1.048, -3.347], [-0.178, 0.301, 3.192], [1.497, -0.878, 0.807], [1.465, 0.202, -1.193], [-1.186, -1.510, 0.208], [0.229, -1.484, 1.947]], "nbo_charge": [0.36, -0.83, -0.40, -0.23, -0.66, 0.41, 0.24, 0.27, 0.24, 0.26, 0.41, 0.25, 0.25, 0.20, 0.23]}

{"formula": "C5H11IN", "method": "wB97M-V/def2-TZVPD", "charge": 1, "gap_ha": [0.24231, 0.24235], "e_tot_ha": -549.14382, "de_lowest_kcal_mol": 99.55, "elements": ["I", "N", "C", "C", "C", "C", "C", "H", "H", "H", "H", "H", "H", "H", "H", "H", "H", "H"], "xyz": [[4.080, -0.062, -0.233], [0.499, 0.798, 0.050], [1.162, -0.266, 2.189], [0.447, -1.269, -1.397], [1.269, 0.084, 0.965], [-0.399, -0.117, -0.813], [-0.276, 1.875, 0.745], [-0.777, 1.371, 1.583], [-1.024, -0.558, 0.010], [-1.032, 0.543, -1.608], [1.173, -1.046, -2.222], [0.267, 0.041, 2.813], [0.499, 2.503, 1.307], [1.153, 1.290, -0.593], [0.963, -1.612, -0.521], [-0.998, 2.489, 0.128], [-0.253, -2.138, -1.773], [1.935, -0.796, 2.742]], "nbo_charge": [0.01, -0.49, -0.47, -0.65, 0.25, -0.21, -0.43, 0.22, 0.22, 0.26, 0.25, 0.26, 0.25, 0.47, 0.23, 0.27, 0.27, 0.29]}

{"formula": "C6H16NO", "method": "wB97M-V/def2-TZVPD", "charge": -1, "gap_ha": 0.25488, "e_tot_ha": -368.19008, "de_lowest_kcal_mol": 1.88, "elements": ["O", "N", "C", "C", "C", "C", "C", "C", "H", "H", "H", "H", "H", "H", "H", "H", "H", "H", "H", "H", "H", "H", "H", "H"], "xyz": [[0.953, -0.274, 0.682], [3.049, 0.867, 0.583], [2.432, 2.192, 0.432], [-2.039, 0.247, 0.429], [-2.066, -0.768, -0.726], [2.129, -0.070, 1.292], [-1.114, -0.302, -1.813], [-1.674, -2.127, -0.171], [-2.271, -2.440, 0.690], [-1.705, -2.948, -0.896], [-0.634, -2.038, 0.162], [-1.503, 0.610, -2.285], [-1.004, -1.003, -2.649], [-2.747, -0.061, 1.201], [2.877, 2.708, -0.419], [2.585, 2.737, 1.369], [2.045, 0.367, 2.322], [3.075, 0.486, -0.361], [2.753, -0.979, 1.436], [-1.006, 0.260, 0.828], [-0.138, -0.089, -1.371], [-3.084, -0.786, -1.143], [-2.263, 1.279, 0.138], [1.348, 2.131, 0.270]], "nbo_charge": [-0.98, -0.68, -0.43, -0.64, -0.21, 0.13, -0.62, -0.63, 0.19, 0.18, 0.26, 0.18, 0.18, 0.18, 0.17, 0.16, 0.06, 0.33, 0.08, 0.30, 0.27, 0.16, 0.18, 0.19]}

{"formula": "C12H24ClNO11PS2", "method": "wB97M-V/def2-TZVPD", "charge": 1, "gap_ha": 0.34999, "e_tot_ha": -2951.79324, "elements": ["Cl", "S", "S", "P", "O", "O", "O", "O", "O", "O", "O", "O", "O", "O", "O", "N", "C", "C", "C", "C", "C", "C", "C", "C", "C", "C", "C", "C", "H", "H", "H", "H", "H", "H", "H", "H", "H", "H", "H", "H", "H", "H", "H", "H", "H", "H", "H", "H", "H", "H", "H", "H"], "xyz": [[-1.782, -5.036, -0.632], [0.215, 4.560, 3.884], [-2.735, 2.864, -1.481], [3.127, -3.529, -1.256], [2.953, -3.972, -2.776], [0.622, 3.560, 5.056], [3.663, -2.021, -1.336], [-3.374, 3.669, -0.284], [3.989, -4.372, -0.422], [0.272, 5.883, 4.373], [1.470, 4.268, 2.932], [-3.131, 3.443, -2.705], [-0.952, 4.082, 3.219], [-2.908, 1.458, -1.266], [-1.201, 3.201, -1.168], [-0.796, -0.453, -0.981], [-0.597, -1.884, -1.336], [-0.268, -0.210, 0.158], [0.439, -1.410, 0.693], [2.461, 3.497, 3.637], [-2.166, -3.306, -2.746], [-1.123, 4.252, -0.173], [-0.940, -2.379, -2.740], [-1.861, -4.751, -2.401], [0.785, -2.083, -0.682], [1.411, -3.467, -0.690], [1.650, 2.666, 4.612], [-2.357, 4.039, 0.677], [-2.589, -3.295, -3.751], [3.137, 4.182, 4.149], [-1.301, -2.377, -0.655], [-0.253, -2.059, 1.236], [-2.671, 4.928, 1.211], [-0.322, 0.768, 0.617], [1.182, 1.809, 4.124], [1.385, -3.949, 0.283], [-1.277, 0.263, -1.523], [3.813, -4.265, -3.108], [1.423, -1.320, -1.136], [1.319, -1.137, 1.267], [-2.938, -2.916, -2.082], [-2.630, -5.412, -2.785], [-1.135, -1.543, -3.410], [2.228, 2.330, 5.468], [4.442, -1.941, -0.775], [0.860, -4.110, -1.378], [-0.084, -2.943, -3.110], [-2.227, 3.221, 1.381], [3.019, 2.892, 2.927], [-0.908, -5.058, -2.825], [-1.137, 5.212, -0.687], [-0.203, 4.152, 0.396]], "nbo_charge": [-0.08, 2.55, 2.56, 2.34, -0.98, -0.68, -1.00, -0.68, -1.08, -0.87, -0.70, -0.87, -0.94, -0.96, -0.71, -0.39, -0.06, 0.29, -0.49, -0.10, -0.42, -0.10, -0.43, -0.36, -0.17, -0.85, -0.10, -0.10, 0.24, 0.21, 0.22, 0.26, 0.24, 0.24, 0.18, 0.28, 0.48, 0.52, 0.23, 0.25, 0.22, 0.24, 0.24, 0.23, 0.53, 0.27, 0.23, 0.20, 0.21, 0.21, 0.21, 0.22]}

{"formula": "C10H37CaN16O9", "method": "wB97M-V/def2-TZVPD", "charge": 2, "gap_ha": [0.23248, 0.09125], "e_tot_ha": -2633.71410, "spin_multiplicity": 2, "elements": ["Ca", "O", "O", "O", "O", "O", "O", "O", "O", "O", "N", "N", "N", "N", "N", "N", "N", "N", "N", "N", "N", "N", "N", "N", "N", "N", "C", "C", "C", "C", "C", "C", "C", "C", "C", "C", "H", "H", "H", "H", "H", "H", "H", "H", "H", "H", "H", "H", "H", "H", "H", "H", "H", "H", "H", "H", "H", "H", "H", "H", "H", "H", "H", "H", "H", "H", "H", "H", "H", "H", "H", "H", "H"], "xyz": [[1.873, -1.592, 1.815], [-3.861, -1.067, -3.358], [3.196, 3.776, 2.285], [-2.288, 5.618, -0.728], [0.584, -3.287, 0.697], [4.576, 0.918, -3.608], [0.980, -3.310, -3.504], [1.440, 0.254, 0.356], [-1.923, 3.346, 3.295], [-0.191, -1.451, 2.735], [-0.382, -1.773, -4.301], [-0.011, 3.661, 4.202], [-1.369, -4.269, 0.787], [1.628, -1.997, -5.096], [0.222, -5.333, -0.179], [5.249, 3.689, 1.299], [-2.537, 5.174, 1.341], [3.669, 2.465, 0.632], [-0.791, 1.696, 4.237], [3.259, -0.156, -2.182], [-2.071, 3.534, 0.110], [-2.340, -1.795, 3.109], [2.960, 1.895, -2.432], [-3.213, -2.345, -1.597], [-0.848, -2.170, 4.711], [-3.816, -3.176, -3.523], [-1.072, -1.778, 3.444], [3.641, 0.897, -2.803], [-0.619, -0.115, -1.075], [0.760, -2.363, -4.230], [-0.161, -4.200, 0.388], [4.035, 3.276, 1.522], [-3.642, -2.108, -2.830], [-0.950, 2.918, 3.872], [0.090, 0.521, 0.128], [-2.292, 4.847, 0.150], [-1.288, 1.070, 3.620], [-1.675, -3.588, 1.468], [-3.251, -1.573, -0.947], [2.727, 2.099, 0.647], [0.116, -2.162, 5.012], [-4.134, -3.085, -4.477], [4.438, 1.931, 0.253], [5.714, 3.253, 0.515], [-0.097, 1.594, 0.145], [-1.685, 0.113, -1.062], [-1.546, -2.600, 5.301], [5.521, 4.548, 1.754], [1.408, -1.304, -5.797], [-3.005, -3.264, -1.233], [-0.514, 0.181, 0.969], [2.513, 1.818, -1.530], [3.542, -1.041, -2.579], [-0.937, -2.055, -3.506], [-2.635, 6.134, 1.639], [-2.979, -2.141, 3.810], [-1.788, -5.172, 0.614], [3.155, 2.800, -2.837], [-3.978, -4.015, -2.984], [0.878, 3.262, 4.469], [-2.616, -1.463, 2.196], [2.640, -0.118, -1.385], [-2.026, 2.997, 0.964], [-0.107, 4.606, 3.859], [-0.074, 0.117, -1.990], [2.521, -2.469, -5.115], [-0.492, -1.195, -1.005], [-1.896, 3.098, -0.783], [-2.455, 4.484, 2.074], [1.168, -5.293, -0.528], [-0.479, -5.891, -0.645], [-0.581, -1.262, -5.150], [0.109, 1.385, 4.572]], "mulliken_charge": [1.48, -0.64, -0.71, -0.34, -0.49, -0.71, -0.72, -0.74, -0.90, -0.27, -0.29, -0.32, -0.30, -0.39, -0.45, -0.40, 0.00, -0.23, -0.35, -0.18, -0.19, -0.34, -0.27, -0.22, -0.52, -0.38, 0.44, 0.61, -0.81, 0.75, 0.45, 0.58, 0.61, 0.73, 0.39, 0.59, 0.16, 0.12, 0.12, 0.05, 0.19, 0.25, 0.20, 0.17, 0.05, 0.43, 0.16, 0.26, 0.14, 0.12, -0.10, 0.07, 0.16, 0.10, 0.29, 0.17, 0.21, 0.23, 0.16, 0.18, 0.23, 0.08, 0.29, 0.20, 0.44, 0.24, -0.18, 0.18, 0.27, 0.29, 0.20, 0.19, 0.21]}

{"formula": "C32H88N8O8", "method": "wB97M-V/def2-TZVPD", "gap_ha": 0.32675, "smiles": "COC[C@H](C)N.COC[C@H](C)N.COC[C@H](C)N.COC[C@H](C)N.COC[C@H](C)N.COC[C@H](C)N.COC[C@H](C)N.COC[C@H](C)N", "e_tot_ha": -2311.79886, "de_lowest_kcal_mol": 34.96, "elements": ["O", "O", "O", "O", "O", "O", "O", "O", "N", "N", "N", "N", "N", "N", "N", "N", "C", "C", "C", "C", "C", "C", "C", "C", "C", "C", "C", "C", "C", "C", "C", "C", "C", "C", "C", "C", "C", "C", "C", "C", "C", "C", "C", "C", "C", "C", "C", "C", "H", "H", "H", "H", "H", "H", "H", "H", "H", "H", "H", "H", "H", "H", "H", "H", "H", "H", "H", "H", "H", "H", "H", "H", "H", "H", "H", "H", "H", "H", "H", "H", "H", "H", "H", "H", "H", "H", "H", "H", "H", "H", "H", "H", "H", "H", "H", "H", "H", "H", "H", "H", "H", "H", "H", "H", "H", "H", "H", "H", "H", "H", "H", "H", "H", "H", "H", "H", "H", "H", "H", "H", "H", "H", "H", "H", "H", "H", "H", "H", "H", "H", "H", "H", "H", "H", "H", "H"], "xyz": [[4.987, -14.160, 24.778], [5.968, -7.671, 21.573], [5.500, -9.904, 25.904], [-3.115, -7.682, 21.884], [1.872, -9.067, 22.919], [-0.383, -10.969, 19.706], [-0.132, -12.259, 27.947], [2.598, -3.923, 24.171], [7.987, -10.244, 28.677], [4.318, -4.469, 26.643], [4.992, -5.255, 18.946], [2.537, -16.892, 24.668], [1.936, -11.357, 29.572], [-1.230, -8.748, 23.818], [3.204, -11.911, 24.978], [1.215, -8.791, 17.217], [6.272, -9.672, 24.742], [1.465, -10.487, 28.469], [2.120, -10.912, 18.157], [4.162, -5.291, 25.404], [3.659, -15.852, 26.581], [6.143, -9.554, 27.113], [1.782, -12.212, 23.062], [-3.610, -7.486, 20.563], [7.211, -10.593, 27.498], [-0.697, -13.026, 26.914], [3.035, -8.457, 22.374], [5.491, -7.286, 20.312], [0.793, -11.346, 27.392], [0.061, -9.758, 19.137], [-1.970, -6.953, 22.254], [1.443, -3.894, 23.361], [0.880, -10.051, 17.895], [6.528, -11.955, 27.681], [-0.981, -10.789, 20.969], [2.624, -9.664, 27.915], [7.302, -7.316, 21.903], [-1.691, -7.373, 23.702], [3.209, -15.678, 25.116], [-0.645, -6.494, 24.399], [6.130, -13.709, 24.103], [2.130, -9.871, 24.042], [5.520, -5.757, 20.215], [4.476, -6.722, 25.818], [4.747, -5.106, 21.353], [2.767, -11.233, 23.749], [4.360, -15.271, 24.200], [2.742, -5.114, 24.930], [4.321, -15.030, 26.875], [4.240, -16.759, 26.775], [-0.348, -10.402, 21.773], [6.934, -14.437, 23.956], [-1.797, -9.274, 23.162], [1.988, -5.125, 25.726], [1.442, -12.240, 29.499], [3.345, -7.649, 23.040], [-0.994, -5.522, 24.749], [5.036, -16.130, 24.083], [7.333, -9.905, 24.880], [5.519, -6.811, 26.123], [-0.776, -9.078, 18.944], [5.217, -4.285, 18.775], [7.434, -10.112, 29.516], [1.632, -9.052, 16.329], [2.750, -7.971, 21.439], [4.328, -7.353, 24.934], [2.929, -11.546, 29.521], [2.839, -15.870, 27.300], [6.517, -12.841, 24.633], [4.858, -5.597, 22.318], [2.221, -8.838, 27.325], [1.140, -10.084, 24.455], [5.317, -4.395, 26.848], [6.518, -8.520, 27.127], [-0.234, -6.978, 25.285], [6.565, -5.431, 20.282], [-1.206, -11.792, 21.336], [0.163, -6.352, 23.678], [-1.380, -13.766, 27.337], [2.443, -5.962, 24.294], [1.395, -11.972, 22.068], [-2.891, -7.932, 19.875], [0.235, -10.613, 17.210], [3.174, -17.647, 24.450], [3.648, -11.125, 23.096], [5.857, -10.254, 23.924], [1.939, -8.350, 17.781], [4.976, -4.041, 21.434], [1.612, -11.866, 26.877], [7.936, -7.454, 21.020], [0.919, -12.353, 23.717], [7.318, -6.274, 22.222], [3.781, -12.736, 24.805], [1.845, -17.258, 25.301], [1.920, -11.760, 18.823], [-3.727, -6.405, 20.405], [2.272, -13.181, 22.941], [0.572, -3.917, 24.026], [5.884, -12.179, 26.834], [-1.911, -10.227, 20.857], [3.206, -10.254, 27.203], [4.796, -4.926, 24.589], [3.850, -7.086, 26.630], [1.283, -4.740, 22.686], [7.920, -10.694, 26.676], [0.272, -10.705, 26.670], [6.015, -12.076, 28.636], [5.424, -9.508, 27.934], [0.065, -13.595, 26.372], [6.268, -8.597, 24.523], [-4.631, -7.859, 20.558], [3.794, -9.189, 22.104], [3.757, -11.150, 25.376], [-2.640, -7.204, 24.218], [0.704, -9.241, 19.871], [-1.322, -12.443, 26.232], [7.649, -8.003, 22.668], [4.534, -7.727, 20.033], [5.867, -13.367, 23.090], [4.142, -3.502, 26.352], [3.951, -15.037, 23.209], [3.297, -9.317, 28.696], [2.467, -14.876, 25.129], [2.421, -11.503, 17.286], [-1.095, -7.212, 21.644], [-0.254, -8.857, 23.586], [-2.162, -5.874, 22.220], [0.695, -9.860, 28.930], [1.503, -2.949, 22.831], [7.314, -12.716, 27.682], [6.145, -7.677, 19.512], [2.939, -10.287, 18.513], [8.460, -9.362, 28.509], [2.741, -9.351, 24.795], [3.673, -5.127, 21.140], [5.370, -5.777, 18.162]], "mulliken_charge": [-0.37, -0.04, 0.72, -0.33, -0.08, -0.36, -0.49, -0.42, -0.74, -0.77, -0.73, -0.69, -0.78, -0.72, 0.89, -0.70, -0.97, 0.17, -1.13, 0.59, -1.39, -0.59, -1.39, -0.60, 0.63, -0.42, -0.96, -0.66, 0.02, 0.29, -0.38, -0.74, 0.25, -1.06, -0.14, -0.74, -0.83, 0.20, 1.52, -1.05, -0.80, 1.14, 0.89, -0.42, -1.02, 0.94, -1.05, 0.02, 0.16, 0.32, -0.21, 0.35, 0.28, 0.47, 0.30, -0.32, 0.64, 0.58, 0.46, 0.35, 0.06, 0.25, 0.29, 0.30, 0.44, -0.41, 0.23, 0.39, 0.06, -0.34, 0.24, -0.23, 0.27, 0.16, 0.31, 0.16, 0.36, -0.19, 0.31, -0.63, 0.05, 0.14, 0.39, 0.26, 0.30, 0.20, 0.23, 0.51, -0.03, 0.36, 0.20, 0.30, -0.22, 0.26, 0.32, 0.34, 0.21, 0.32, 0.00, 0.31, -0.06, 0.45, 0.19, 0.23, 0.15, 0.17, 0.30, -0.03, 0.00, -0.09, 0.22, 0.62, -0.97, 0.27, -0.36, 0.28, 0.16, -0.11, 0.32, 0.30, 0.29, 0.58, -0.47, 0.36, 0.05, 0.07, 0.51, 0.32, 0.34, 0.35, 0.49, 0.13, 0.28, -0.58, 0.40, 0.24]}